No. 1
Formula: C15H36F9O15S9Zn
Source: the OMol25 dataset
Level of theory: ωB97M-V/def2-TZVPD

Output
**Energy**: -217242.1463 eV
**Maximum force**: 4.21 eV Å⁻¹
**Energy relative to the best compared isomer or geometry (same formula, charge and spin)**: 0.0 kcal/mol
**Total charge**: -1
**HOMO level**: -6.32 eV

Each line ends with the Löwdin charge.
Element x y z (Å)
Zn  14.98  0.02  -5.73  0.44
S  14.83  1.63  -3.07  0.94
S  10.52  5.16  -2.93  0.48
S  11.99  1.59  -6.66  0.95
S  13.49  -1.89  -7.95  0.95
S  19.29  -0.30  -9.57  0.85
S  12.24  -1.42  -4.09  0.90
S  13.73  4.04  -11.53  0.84
S  16.44  2.59  -7.29  0.54
S  17.17  -2.48  -5.39  0.52
F  19.84  -3.14  -5.17  0.08
F  13.26  5.37  -3.24  0.12
F  18.91  3.51  -6.65  0.12
F  17.53  3.54  -4.93  0.11
F  12.42  3.33  -3.10  0.05
F  18.30  1.62  -5.58  0.11
F  19.52  -1.16  -6.04  0.15
F  19.09  -1.36  -3.96  0.10
F  12.63  4.62  -1.30  0.13
O  16.50  -1.20  -5.30  -0.33
O  13.67  -0.97  -4.33  -0.56
O  17.05  -3.11  -6.70  -0.32
O  15.53  1.29  -4.36  -0.53
O  15.48  3.67  -7.08  -0.32
O  9.55  4.47  -2.07  -0.37
O  13.75  3.29  -12.84  -0.60
O  17.12  2.57  -8.60  -0.33
O  14.37  -1.38  -6.84  -0.57
O  16.87  -3.36  -4.27  -0.31
O  13.34  1.11  -6.05  -0.60
O  19.41  0.01  -11.05  -0.59
O  10.25  4.86  -4.34  -0.37
O  10.44  6.59  -2.65  -0.37
O  15.94  1.28  -6.96  -0.34
C  12.22  3.42  -6.84  -0.20
C  15.57  3.07  -2.24  -0.23
C  12.39  4.57  -2.59  -0.63
C  19.93  -2.00  -9.25  -0.24
C  10.60  1.57  -5.37  -0.21
C  12.28  -2.93  -7.09  -0.26
C  17.92  2.85  -6.02  -0.57
C  19.06  -2.00  -5.16  -0.59
C  15.00  0.29  -1.69  -0.17
C  14.46  -3.25  -8.81  -0.19
C  11.61  -0.73  -2.44  -0.20
C  17.51  -0.58  -9.37  -0.25
C  15.37  5.01  -11.55  -0.23
C  14.21  2.91  -10.16  -0.25
C  12.29  -3.15  -3.39  -0.22
H  12.78  -3.67  -6.46  0.06
H  14.73  -0.64  -2.20  0.02
H  10.74  2.08  -4.41  0.04
H  15.25  5.78  -12.32  0.03
H  14.85  2.13  -10.57  0.06
H  16.94  0.15  -9.95  0.05
H  10.52  -0.81  -2.35  0.06
H  14.65  -4.06  -8.11  0.06
H  17.43  -0.64  -8.29  0.03
H  19.43  -2.85  -9.72  0.06
H  9.88  2.24  -5.82  0.05
H  14.84  3.33  -1.47  0.04
H  12.27  3.95  -5.89  0.05
H  14.80  3.56  -9.51  0.01
H  16.53  2.87  -1.76  0.06
H  10.18  0.57  -5.26  0.03
H  16.02  0.32  -1.32  0.05
H  13.07  -3.13  -2.63  0.06
H  13.34  2.52  -9.65  0.03
H  11.80  0.34  -2.37  0.05
H  13.83  -3.55  -9.66  0.05
H  11.42  3.75  -7.51  0.06
H  17.25  -1.59  -9.68  0.03
H  20.96  -1.97  -9.61  0.04
H  13.12  3.61  -7.43  0.02
H  12.57  -3.92  -4.10  0.04
H  20.01  -2.01  -8.16  0.02
H  15.44  -2.96  -9.19  0.04
H  11.75  -3.45  -7.88  0.06
H  14.30  0.43  -0.87  0.05
H  16.26  4.44  -11.80  0.06
H  15.77  4.00  -2.77  0.06
H  11.57  -2.30  -6.57  0.02
H  12.10  -1.27  -1.62  0.04
H  11.30  -3.43  -3.05  0.06
H  15.61  5.44  -10.57  0.04

***

No. 2
Formula: C22H20Cl2NO5S2
Source: the OMol25 dataset
Level of theory: ωB97M-V/def2-TZVPD

Output
**Energy**: -81579.5780 eV
**Maximum force**: 4.18 eV Å⁻¹
**Energy relative to the best compared isomer or geometry (same formula, charge and spin)**: 0.0 kcal/mol
**Total charge**: -1
**HOMO level**: -2.51 eV

Each line ends with the Löwdin charge.
Element x y z (Å)
Cl  -0.78  -1.98  -0.98  0.61
Cl  -3.16  0.82  -8.90  0.64
S  -2.64  -0.49  -2.72  0.54
S  -2.42  -0.86  3.08  0.66
O  3.71  -5.76  1.32  -0.10
O  -3.05  -0.41  1.87  -0.29
O  -3.96  -1.00  -2.43  -0.38
O  -3.11  -1.71  4.02  -0.32
O  -2.22  0.77  -2.15  -0.39
N  -0.96  -1.68  2.65  -0.04
C  -2.15  1.22  -6.42  -0.11
C  0.22  -4.81  1.19  -0.03
C  -2.72  -0.16  -4.51  -0.26
C  -1.83  0.59  5.37  -0.05
C  0.23  -3.54  1.80  -0.24
C  -2.02  0.92  -5.05  -0.05
C  -1.48  1.75  6.05  -0.05
C  -1.54  1.75  3.26  -0.04
C  -0.98  -2.72  1.90  -0.23
C  -1.20  2.90  3.95  -0.03
C  -2.97  0.43  -7.23  -0.71
C  -3.54  -0.95  -5.32  -0.06
C  1.42  -3.06  2.35  -0.02
C  5.01  -5.28  1.73  -0.07
C  -1.18  2.92  5.35  -0.28
C  -1.84  0.58  3.97  -0.27
C  -3.66  -0.66  -6.69  -0.11
C  -0.84  4.18  6.10  -0.06
C  -1.44  -1.70  -2.46  -0.93
C  1.38  -5.54  1.07  -0.01
C  2.61  -3.76  2.22  -0.01
C  2.60  -5.00  1.54  -0.27
H  -1.62  2.07  -6.85  0.10
H  3.54  -3.36  2.64  0.10
H  1.40  -6.52  0.60  0.12
H  -1.88  -3.11  1.40  0.12
H  -4.09  -1.78  -4.90  0.11
H  -1.58  1.74  2.18  0.12
H  -4.31  -1.26  -7.32  0.10
H  5.06  -5.18  2.83  0.09
H  -1.46  1.76  7.14  0.11
H  -1.67  4.49  6.76  0.08
H  -2.09  -0.32  5.92  0.11
H  -1.13  -2.32  -3.29  -0.01
H  1.40  -2.09  2.86  0.11
H  -0.63  5.00  5.41  0.07
H  -0.95  3.82  3.41  0.11
H  -1.40  1.54  -4.42  0.11
H  -0.73  -5.20  0.80  0.12
H  5.69  -6.06  1.40  0.09
H  0.04  4.03  6.74  0.08
H  5.26  -4.32  1.25  0.09

***

No. 3
Formula: C34H41CaN4O6PS
Source: the OMol25 dataset
Level of theory: ωB97M-V/def2-TZVPD

Output
**Energy**: -92737.3509 eV
**Maximum force**: 1.29 eV Å⁻¹
**Energy relative to the best compared isomer or geometry (same formula, charge and spin)**: 14.4 kcal/mol
**HOMO level**: -7.61 eV

Each line ends with the Löwdin charge.
Element x y z (Å)
Ca  0.24  0.00  1.12  1.33
S  -3.65  -1.52  0.15  0.62
P  1.14  -0.11  -1.80  1.08
O  2.40  1.11  1.44  -0.17
O  0.51  4.39  -1.26  -0.01
O  -2.59  0.29  4.31  0.03
O  -1.62  0.23  2.30  -0.23
O  1.16  -3.67  2.61  0.03
O  1.49  -1.81  1.41  -0.21
N  -3.64  -2.06  2.77  0.03
N  0.11  2.37  -0.37  0.10
N  -2.40  -3.43  1.59  -0.15
N  0.83  -0.14  3.50  -0.26
C  2.87  1.03  -3.67  -0.09
C  3.55  -1.48  -1.69  -0.12
C  -2.51  -0.72  -4.55  -0.07
C  2.63  1.43  2.82  -0.20
C  2.08  3.63  -3.22  -0.01
C  -2.79  3.85  1.62  -0.05
C  2.98  3.35  -4.23  -0.06
C  -2.26  -3.94  2.94  -0.10
C  -3.19  -2.35  1.53  -0.84
C  1.57  2.61  -2.41  -0.11
C  -1.23  -0.72  -5.10  -0.08
C  1.95  1.28  -2.66  -0.28
C  3.39  2.05  -4.45  -0.06
C  3.87  -3.78  -2.31  -0.08
C  0.68  3.04  -1.29  -0.31
C  -1.71  -4.05  0.48  -0.05
C  -0.13  -0.54  -4.29  -0.09
C  -2.68  -0.54  -3.18  -0.08
C  2.19  0.31  3.75  -0.17
C  -2.10  2.95  0.60  -0.39
C  4.37  -2.59  -1.79  -0.08
C  2.55  -3.85  -2.71  -0.07
C  -1.62  0.36  3.57  -0.67
C  -0.22  0.61  4.20  -0.09
C  -0.28  -0.37  -2.91  -0.37
C  1.72  -2.74  -2.62  -0.08
C  -0.33  4.69  -0.13  -0.07
C  -0.61  3.32  0.50  -0.28
C  0.69  -1.60  3.68  -0.08
C  -3.01  -2.89  3.78  -0.13
C  -2.81  2.99  -0.75  -0.05
C  -1.56  -0.37  -2.37  -0.13
C  1.15  -2.46  2.47  -0.66
C  2.22  -1.54  -2.12  -0.39
H  -2.13  -5.03  0.26  0.09
H  3.95  -0.56  -1.28  0.11
H  -2.33  3.76  2.61  0.08
H  0.86  -0.54  -4.73  0.10
H  -0.17  3.26  1.50  0.14
H  -3.66  -0.56  -2.74  0.09
H  0.20  5.38  0.51  0.13
H  -0.28  0.34  5.26  0.13
H  0.69  -2.81  -2.94  0.10
H  -2.35  -2.30  4.42  0.09
H  -0.01  1.68  4.12  0.13
H  -2.26  2.42  -1.51  0.07
H  2.86  -0.54  3.60  0.13
H  -2.76  4.90  1.32  0.08
H  1.78  4.65  -3.04  0.12
H  -3.81  -1.08  2.97  0.10
H  -3.80  2.54  -0.66  0.09
H  1.25  -1.95  4.56  0.14
H  2.69  0.19  1.31  0.07
H  3.19  0.01  -3.86  0.10
H  -1.10  -0.86  -6.17  0.10
H  -1.23  5.18  -0.51  0.12
H  4.10  1.82  -5.23  0.11
H  3.69  1.64  2.96  0.12
H  2.15  -4.78  -3.10  0.11
H  -3.38  -0.86  -5.18  0.10
H  -3.76  -3.36  4.43  0.11
H  -1.73  -0.25  -1.31  0.03
H  -1.20  -4.04  3.20  0.10
H  5.40  -2.53  -1.46  0.10
H  -0.65  -4.17  0.73  0.08
H  -1.83  -3.41  -0.39  0.05
H  -2.72  -4.93  3.03  0.12
H  2.32  0.64  4.79  0.14
H  2.07  2.35  3.02  0.12
H  -2.94  4.01  -1.12  0.08
H  4.51  -4.65  -2.38  0.10
H  3.36  4.16  -4.84  0.11
H  -2.15  1.93  0.97  0.10
H  -0.36  -1.83  3.86  0.11
H  -3.84  3.57  1.73  0.09

***

No. 4
Formula: C6H11N2S
Source: the OMol25 dataset
Level of theory: ωB97M-V/def2-TZVPD

Output
**Energy**: -20208.4092 eV
**Maximum force**: 4.40 eV Å⁻¹
**Energy relative to the best compared isomer or geometry (same formula, charge and spin)**: 40.2 kcal/mol
**Total charge**: +1
**HOMO level**: -13.55 eV

Each line ends with the Löwdin charge.
Element x y z (Å)
S  0.95  1.75  1.28  1.06
N  -1.13  -0.44  -0.68  0.19
N  -0.12  0.51  1.32  -0.35
C  1.06  -0.29  -1.64  -0.01
C  -0.86  -1.33  -2.96  0.00
C  -0.32  -0.80  -1.65  -0.30
C  0.32  0.95  3.57  -0.13
C  -0.38  0.20  2.59  -0.18
C  1.14  1.84  2.92  -0.39
H  -1.13  -2.34  -3.07  0.08
H  -2.18  -0.48  -0.86  0.18
H  -1.17  -0.65  2.78  0.17
H  0.47  0.83  4.62  0.11
H  1.35  -0.15  -0.55  0.07
H  1.75  -0.94  -2.06  0.08
H  -0.65  0.03  0.15  -0.04
H  1.85  2.58  3.34  0.10
H  -1.74  -0.75  -3.29  0.10
H  0.85  0.71  -2.07  0.14
H  -0.05  -1.23  -3.73  0.11

***

No. 5
Formula: C4H9NO
Source: the OMol25 dataset
Level of theory: ωB97M-V/def2-TZVPD

Output
**Energy**: -7829.8325 eV
**Maximum force**: 1.66 eV Å⁻¹
**Energy relative to the best compared isomer or geometry (same formula, charge and spin)**: 57.4 kcal/mol
**SMILES**: C=NC(=C)C.O
**HOMO level**: -9.30 eV

Each line ends with the Löwdin charge.
Element x y z (Å)
O  2.15  -1.12  -1.34  -0.07
N  0.12  0.31  1.06  0.03
C  -0.68  0.05  -1.17  0.05
C  -0.96  0.21  0.12  -0.42
C  1.20  0.92  0.84  -0.08
C  -2.24  -0.01  0.81  -0.07
H  -2.38  0.61  1.69  0.07
H  -3.12  0.16  0.16  0.08
H  -2.34  -1.08  1.02  0.09
H  2.35  -0.67  -0.50  0.02
H  1.95  1.02  1.61  0.07
H  1.55  1.33  -0.13  0.09
H  0.32  0.22  -1.53  0.03
H  -1.44  -0.28  -1.87  0.07
H  1.47  -1.77  -1.18  0.03

***

No. 6
Formula: CH8Na8O7
Source: the OMol25 dataset
Level of theory: ωB97M-V/def2-TZVPD

Output
**Energy**: -50728.8387 eV
**Maximum force**: 7.31 eV Å⁻¹
**Energy relative to the best compared isomer or geometry (same formula, charge and spin)**: 0.0 kcal/mol
**Total charge**: +7
**HOMO level (spin up / spin down)**: -33.31 / -33.29 eV
**Spin multiplicity**: 2
**<S²>**: 0.7546

Each line ends with the Mulliken spin population.
Element x y z (Å)
Na  -15.60  10.13  -3.32  0.00
Na  -14.28  6.98  -3.82  0.00
Na  -20.60  6.66  -2.57  0.00
Na  -15.25  7.74  0.02  0.00
Na  -17.14  8.66  -5.84  0.00
Na  -18.11  5.76  -0.45  0.00
Na  -18.90  9.64  -3.07  0.00
Na  -18.54  9.02  0.23  0.00
O  -19.05  4.94  -3.05  0.00
O  -18.20  7.60  -1.97  0.00
O  -14.36  4.99  -1.34  0.18
O  -17.13  3.51  -1.34  0.85
O  -16.31  5.45  -4.82  0.00
O  -16.79  7.93  -3.58  0.00
O  -16.42  6.45  -2.15  0.03
C  -17.15  7.35  -2.60  0.00
H  -18.10  4.90  -3.12  0.00
H  -16.87  2.89  -0.66  -0.01
H  -19.35  4.10  -3.40  0.00
H  -13.88  5.73  -0.97  0.00
H  -15.18  5.37  -1.65  -0.02
H  -17.00  5.70  -5.44  0.00
H  -16.49  5.96  -4.03  0.00
H  -16.32  3.71  -1.80  -0.02